Entry 1:
Here is a molecular structure, C20H18BrMoN3O4S at a distorted geometry from the Open Molecules 2025 dataset. Energies are from the ωB97M-V functional and the def2-TZVPD basis.

Values from the calculation:
- multiplicity = 1
- ΔE to the lowest compared entry with this formula, charge and spin (eV) = 1.237
- E_LUMO (spin up / spin down) (hartree) = -0.3116 / -0.3115
- frontier orbital gap (spin up / spin down) (eV) = 6.39 / 6.39
- total charge = +2

Last column: natural (NBO) charge in e.
Atoms and positions in Å:
Mo1 0.5554 0.1555 0.2591  1.5950
C1 5.1690 -4.2458 2.5240  -0.6518
C2 4.1301 -3.1945 2.6591  0.0815
C3 3.4222 -2.7543 1.5306  -0.1934
C4 2.4801 -1.7556 1.6570  -0.1402
C5 2.2305 -1.1886 2.9007  -0.3245
C6 2.9137 -1.6041 4.0334  -0.1500
C7 3.8594 -2.6071 3.8985  -0.1858
S1 0.9977 0.0820 2.8819  2.2722
O1 0.7463 0.7605 4.0893  -0.7903
O2 1.5218 0.9696 1.7035  -0.8090
N1 -0.2435 -0.4368 2.0069  -0.9149
C8 -0.8645 -1.7335 2.0393  -0.3608
C9 -1.1772 -2.0628 0.5651  0.7678
O3 -1.9722 -2.8498 0.1747  -0.4278
O4 -0.4251 -1.2860 -0.2523  -0.5757
H1 5.0578 -4.8107 1.6028  0.2366
H2 5.1524 -4.9286 3.3699  0.2507
H3 6.1565 -3.7823 2.5102  0.2567
H4 3.6137 -3.2037 0.5681  0.2456
H5 1.9166 -1.3604 0.7631  0.1367
H6 2.7068 -1.1462 4.9887  0.2620
H7 4.3988 -2.9457 4.7704  0.2518
H8 -1.7946 -1.7556 2.6194  0.2753
H9 -0.1939 -2.5099 2.4435  0.2529
Br1 -3.2126 5.3075 -1.7725  0.2412
C10 -2.2327 3.8492 -1.1438  -0.0106
C11 -1.0278 4.0337 -0.4506  -0.2347
C12 -0.3204 2.9331 -0.0272  0.0612
N2 -0.7312 1.6653 -0.2471  -0.4651
C13 -1.9014 1.4884 -0.8947  0.0815
C14 -2.6721 2.5354 -1.3474  -0.2503
H10 -0.6506 5.0278 -0.2613  0.2732
H11 0.6299 3.0602 0.4964  0.2423
H12 -2.2152 0.4614 -1.0746  0.2399
H13 -3.6001 2.3460 -1.8664  0.2750
N3 1.4726 0.3901 -1.1997  -0.2680
C15 2.0481 0.4148 -2.3853  -0.0064
C16 3.3835 0.8235 -2.5919  -0.1375
C17 3.8925 0.8581 -3.8707  -0.1923
C18 3.0901 0.5201 -4.9563  -0.0969
C19 1.7739 0.1056 -4.7638  -0.2228
C20 1.2553 0.0269 -3.4941  -0.0909
H14 3.9818 1.0873 -1.7321  0.2355
H15 4.9185 1.1497 -4.0362  0.2491
H16 3.4943 0.5790 -5.9545  0.2479
H17 1.1628 -0.1522 -5.6145  0.2495
H18 0.2424 -0.2997 -3.2863  0.2188


Entry 2:
Here is a molecular structure, C20H18BrN7O8PdS2 from the Open Molecules 2025 dataset. Energies are from the ωB97M-V functional and the def2-TZVPD basis.

Values from the calculation:
- multiplicity = 5
- ΔE to the lowest compared entry with this formula, charge and spin (eV) = 0.000
- E_LUMO (spin up / spin down) (hartree) = 0.0038 / -0.1160
- frontier orbital gap (spin up / spin down) (eV) = 8.58 / 5.29
- ⟨S²⟩ = 6.057
- total charge = 0

Last column: Löwdin spin population.
Atoms and positions in Å:
Pd1 0.6785 -0.3430 -0.0245  1.6702
N1 -3.1469 4.7157 3.4451  0.0151
C1 -2.7921 4.1710 2.2340  0.0154
C2 -3.7755 3.6612 1.3684  0.0069
C3 -3.4198 3.1091 0.1602  0.0088
C4 -2.0755 3.0713 -0.2094  0.0134
C5 -1.0972 3.6238 0.6136  0.0110
C6 -1.4533 4.1655 1.8265  -0.0017
S1 -1.6018 2.2601 -1.6683  0.0100
O1 -2.6781 2.2035 -2.6069  0.0243
O2 -0.3049 2.7094 -2.0714  0.0032
N2 -1.2970 0.6670 -1.1147  0.5393
C7 -2.2590 -0.1428 -0.6306  0.0024
N3 -1.7121 -1.2547 -0.0891  0.1724
C8 -2.4928 -2.0878 0.5676  -0.0131
C9 -3.8644 -1.8686 0.6154  0.1557
C10 -4.3511 -0.7363 -0.0359  -0.0078
N4 -3.5734 0.1368 -0.6454  0.1104
H1 -4.0424 4.4506 3.8192  0.0004
H2 -2.4185 4.7842 4.1367  0.0005
H3 -4.8181 3.7040 1.6588  0.0000
H4 -4.1669 2.7042 -0.5070  0.0003
H5 -0.0627 3.5985 0.3114  0.0001
H6 -0.6893 4.5678 2.4794  -0.0004
H7 -2.0042 -2.9335 1.0393  -0.0022
H8 -4.5310 -2.5455 1.1289  0.0088
H9 -5.4144 -0.5224 -0.0434  -0.0025
O3 1.5722 -0.4082 2.0704  0.3162
S2 0.7245 0.8420 2.2314  -0.0130
O4 0.7953 1.4221 3.5315  0.0765
O5 -0.6424 0.3066 1.8654  0.3285
O6 1.1030 1.7158 1.0959  0.0699
Br1 3.8408 -2.1800 0.8432  0.0023
C11 3.9618 -0.4743 0.0510  0.0091
C12 5.2186 0.1041 -0.0729  0.0056
C13 5.3131 1.3224 -0.7145  -0.0043
C14 4.1660 1.9129 -1.2254  0.0044
C15 2.9597 1.2721 -1.0501  0.0041
N5 2.8617 0.0988 -0.4066  0.1273
H10 6.0830 -0.4058 0.3238  0.0011
H11 6.2765 1.8029 -0.8222  -0.0003
H12 4.1963 2.8592 -1.7452  0.0007
H13 2.0349 1.6949 -1.4232  0.0007
C16 1.4498 -6.0072 -0.7169  0.0016
N6 1.3402 -4.6241 -1.1626  0.0049
C17 1.6738 -4.2939 -2.4385  -0.0023
C18 1.6006 -3.0353 -2.9142  0.0073
C19 1.1858 -2.0328 -1.9770  0.0144
O7 1.0942 -0.7969 -2.2247  0.1692
N7 0.8754 -2.3819 -0.7229  0.1219
C20 0.8849 -3.6553 -0.2453  0.0137
O8 0.5221 -3.9710 0.8713  -0.0019
H14 1.0018 -6.6718 -1.4545  0.0002
H15 0.9213 -6.0973 0.2261  0.0001
H16 2.4949 -6.2811 -0.5674  0.0001
H17 1.9968 -5.1236 -3.0542  0.0000
H18 1.8574 -2.7825 -3.9295  0.0011


Entry 3:
Here is C20H18Cl2N2O3S in the gas phase at a distorted geometry from the Open Molecules 2025 dataset. Energies are from the ωB97M-V functional and the def2-TZVPD basis.

Values from the calculation:
- multiplicity = 1
- E_LUMO (hartree) = 0.0207
- frontier orbital gap (eV) = 8.67
- total charge = 0

Last column: natural (NBO) charge in e.
Atoms and positions in Å:
C1 0.0696 -2.3806 2.6638  -0.6793
C2 -0.7795 -2.0331 1.4978  0.2903
C3 -1.0866 -2.6964 0.3372  0.0222
N1 -1.9675 -1.9405 -0.3794  -0.4660
C4 -2.1487 -0.8573 0.3233  0.4879
C5 -2.9677 0.2606 -0.0880  -0.0592
C6 -3.8168 0.0774 -1.1825  -0.1632
C7 -4.6073 1.1056 -1.6493  -0.2185
C8 -4.5631 2.3471 -1.0325  -0.1897
C9 -3.7219 2.5537 0.0450  -0.2314
C10 -2.9282 1.5192 0.5147  -0.0245
Cl1 -1.8859 1.8469 1.8456  0.0212
H1 -3.6712 3.5180 0.5265  0.2275
H2 -5.1784 3.1577 -1.3920  0.2176
H3 -5.2577 0.9444 -2.4952  0.2178
H4 -3.8260 -0.8947 -1.6481  0.2373
O1 -1.4653 -0.8689 1.4830  -0.3995
C11 -0.5398 -3.9536 -0.1969  -0.6099
H5 -1.1416 -4.3096 -1.0291  0.2480
H6 -0.4430 -4.7231 0.5673  0.2474
S1 1.1909 -3.7350 -0.8719  1.2650
O2 2.0501 -3.4989 0.3010  -1.0081
C12 0.9572 -2.0873 -1.6891  -0.7098
C13 0.8834 -0.8568 -0.7928  0.6761
O3 0.0654 0.0198 -0.9884  -0.6380
N2 1.8255 -0.8000 0.1614  -0.6333
H7 2.3889 -1.6207 0.3519  0.4444
C14 1.8736 0.3264 1.0746  -0.2704
C15 2.4723 1.5341 0.4012  0.0255
C16 1.6883 2.6344 0.0840  -0.1947
C17 2.2311 3.7334 -0.5577  -0.2141
C18 3.5736 3.7454 -0.8946  -0.2008
C19 4.3725 2.6558 -0.5954  -0.2339
C20 3.8166 1.5606 0.0434  -0.0476
Cl2 4.8293 0.2002 0.3999  -0.0080
H8 5.4195 2.6503 -0.8565  0.2250
H9 4.0035 4.5999 -1.3949  0.2159
H10 1.6047 4.5788 -0.7979  0.2154
H11 0.6392 2.6158 0.3349  0.2268
H12 2.4735 0.0364 1.9389  0.2215
H13 0.8562 0.5716 1.3950  0.2237
H14 1.8231 -1.9824 -2.3456  0.2535
H15 0.0520 -2.1468 -2.2902  0.2639
H16 0.3336 -1.4771 3.2066  0.2346
H17 0.9725 -2.8857 2.3300  0.2626
H18 -0.4697 -3.0448 3.3409  0.2285


Entry 4:
Here is C20H18Cl2N4O3S in the gas phase at a distorted geometry from the Open Molecules 2025 dataset. Energies are from the ωB97M-V functional and the def2-TZVPD basis.

Values from the calculation:
- multiplicity = 1
- ΔE to the lowest compared entry with this formula, charge and spin (eV) = 1.509
- E_LUMO (hartree) = -0.0401
- frontier orbital gap (eV) = 8.15
- total charge = 0

Last column: natural (NBO) charge in e.
Atoms and positions in Å:
N1 -5.1141 2.4398 3.5148  -0.2727
C1 -4.0523 1.9615 3.3817  0.2875
C2 -2.7190 1.3979 3.1037  -0.4500
C3 -1.7078 2.4640 2.7551  0.5763
O1 -2.0446 3.6411 2.6924  -0.4888
C4 -0.3430 2.1099 2.1899  -0.1387
C5 0.2820 2.9172 1.2241  -0.1569
C6 1.5269 2.6013 0.6776  -0.2129
C7 2.1163 1.3305 0.9233  -0.2297
S1 3.5309 0.7374 -0.0196  2.2405
O2 4.2969 1.8788 -0.5594  -0.9106
O3 4.2773 -0.2054 0.8132  -0.9201
N2 2.9053 -0.1781 -1.3702  -0.6521
C8 2.2594 -1.4331 -1.0300  -0.2547
C9 3.2046 -2.6149 -1.2463  -0.3636
Cl1 2.3803 -4.1965 -1.0602  -0.0655
C10 2.4334 0.6216 -2.5281  -0.2439
C11 2.9599 0.0016 -3.8070  -0.3634
Cl2 2.3909 0.9791 -5.2144  -0.0572
C12 1.5224 0.5241 1.8788  -0.2277
C13 0.3232 0.9181 2.5369  -0.1528
C14 -2.8577 0.4938 1.9484  0.3836
N3 -2.3752 -0.7088 2.0498  -0.4416
C15 -2.6377 -1.3375 0.8267  0.0566
C16 -2.4216 -2.6865 0.4621  -0.1842
C17 -2.8721 -3.0976 -0.7898  -0.2340
C18 -3.4145 -2.1801 -1.6760  -0.1948
C19 -3.6116 -0.8296 -1.3271  -0.2661
C20 -3.2609 -0.4589 -0.0478  0.1660
N4 -3.3941 0.7026 0.6751  -0.5535
H1 -2.3800 0.8798 3.9768  0.2990
H2 -0.1951 3.8399 0.9648  0.2388
H3 1.9360 3.3030 -0.0279  0.2445
H4 1.9044 -1.4844 -0.0116  0.2192
H5 1.3896 -1.5683 -1.6482  0.2114
H6 4.0355 -2.5481 -0.5748  0.2318
H7 3.6668 -2.5751 -2.2422  0.2083
H8 2.7795 1.6702 -2.4445  0.2454
H9 1.3424 0.6599 -2.5528  0.1930
H10 2.5462 -0.9851 -3.8448  0.2042
H11 4.0422 -0.0819 -3.7006  0.2270
H12 1.9216 -0.4136 2.2071  0.2451
H13 -0.1433 0.2473 3.2612  0.2331
H14 -1.9738 -3.3814 1.1709  0.2293
H15 -2.7328 -4.1299 -1.1580  0.2233
H16 -3.7260 -2.5392 -2.6657  0.2190
H17 -4.0363 -0.1832 -2.0673  0.2226
H18 -3.9603 1.4968 0.3798  0.4301


Entry 5:
Here is a molecular structure, C20H18Cl5GeN2OsSe2 at a distorted geometry from the Open Molecules 2025 dataset. Energies are from the ωB97M-V functional and the def2-TZVPD basis.

Values from the calculation:
- multiplicity = 5
- ΔE to the lowest compared entry with this formula, charge and spin (eV) = 3.000
- E_LUMO (spin up / spin down) (hartree) = -0.1274 / -0.2013
- frontier orbital gap (spin up / spin down) (eV) = 5.96 / 5.93
- ⟨S²⟩ = 6.035
- total charge = +1

Last column: Löwdin spin population.
Atoms and positions in Å:
Os1 0.6619 0.1905 0.1875  1.7293
Cl1 -2.0100 -0.4241 2.5563  0.0174
C1 -1.1968 -1.7775 1.7678  0.0445
C2 -0.1712 -1.6532 0.8294  -0.0001
C3 0.3919 -2.8717 0.4218  0.0363
Cl2 1.1856 -3.0281 -1.2046  0.0134
C4 0.2016 -4.0491 1.1444  -0.0170
Cl3 1.2402 -5.3282 1.0599  -0.0096
C5 -1.1073 -4.2110 1.7720  0.0483
Cl4 -1.8323 -5.7633 2.0025  0.0165
C6 -1.7633 -3.0246 2.0545  -0.0057
Cl5 -3.2507 -3.1982 2.9333  -0.0037
Se1 3.2441 -0.4365 -1.1210  0.3281
Se2 1.8244 1.6251 -1.5728  0.4274
C7 0.5815 0.6250 -2.5877  0.0558
C8 0.5661 0.4046 -3.9872  0.0282
C9 -0.2877 -0.5486 -4.5025  0.0162
C10 -1.0636 -1.2213 -3.6051  0.0286
C11 -1.0661 -0.9811 -2.2453  0.0177
N1 -0.2461 -0.0819 -1.7107  0.0561
C12 3.4753 -0.2022 0.7016  0.0678
C13 4.7872 -0.1105 1.3615  0.0340
C14 4.8417 -0.4510 2.6702  0.0328
C15 3.6767 -0.5467 3.3370  0.0346
C16 2.4492 -0.2845 2.7114  0.0348
N2 2.3351 -0.0173 1.3864  0.0929
H1 1.4495 0.8487 -4.5110  0.0021
H2 -0.2946 -0.6482 -5.5537  0.0003
H3 -1.7911 -1.8625 -3.9967  0.0015
H4 -1.5860 -1.6035 -1.5404  -0.0001
H5 5.6462 0.1439 0.7093  0.0003
H6 5.8686 -0.5725 3.1680  0.0005
H7 3.5807 -0.7274 4.3835  0.0018
H8 1.5868 -0.4284 3.2731  0.0018
C17 -2.1859 3.7204 1.3998  0.0217
Ge1 -1.8666 2.5338 -0.1685  0.1097
C18 -3.4296 1.4075 -0.5155  0.0094
C19 -1.6266 3.5950 -1.8811  0.0403
C20 -0.1995 1.6751 0.6701  0.5949
H9 -1.2985 4.2908 1.7390  0.0011
H10 -2.4391 2.9696 2.1752  0.0022
H11 -3.0841 4.3164 1.1537  0.0023
H12 -3.2358 0.5080 0.0404  0.0003
H13 -3.6657 1.3301 -1.6128  0.0005
H14 -4.2757 1.8070 0.0202  0.0013
H15 -0.5383 3.8398 -2.0126  0.0067
H16 -2.2252 4.5030 -1.7538  0.0044
H17 -2.1010 3.2223 -2.8313  0.0012
H18 0.2441 2.4966 1.2843  0.0711


| no. | calculated total energy (hartree) |
| --- | --- |
| 1 | -4277.95746 |
| 2 | -5256.31756 |
| 3 | -2426.75861 |
| 4 | -2536.22003 |
| 5 | -10153.37039 |